A structure of composition C40H55BBeF4N5O5, computed with ωB97M-V with the def2-TZVPD basis set.

Element x y z (Å)
Be (-3.151, -23.185, -2.676)
B (-7.408, -21.827, -3.730)
F (-7.174, -23.028, -3.065)
F (-8.339, -22.074, -4.706)
F (-8.007, -20.954, -2.849)
F (-6.256, -21.251, -4.295)
N (-3.453, -22.136, 2.074)
C (-4.617, -21.701, 2.657)
C (-4.820, -21.557, 4.062)
C (-3.760, -21.919, 4.862)
C (-2.533, -22.289, 4.287)
C (-2.403, -22.428, 2.909)
H (-5.327, -21.255, 1.976)
H (-5.820, -21.271, 4.353)
H (-3.867, -21.917, 5.937)
H (-1.641, -22.472, 4.868)
H (-1.393, -22.400, 2.526)
N (-6.217, -14.943, -6.152)
C (-7.420, -15.492, -5.909)
C (-8.562, -14.750, -5.564)
C (-8.450, -13.363, -5.401)
C (-7.215, -12.770, -5.568)
C (-6.166, -13.584, -6.056)
H (-7.423, -16.571, -5.944)
H (-9.512, -15.240, -5.411)
H (-9.304, -12.759, -5.131)
H (-7.130, -11.701, -5.439)
H (-5.200, -13.207, -6.359)
N (-9.853, -16.757, 4.026)
C (-10.556, -17.210, 2.977)
C (-10.110, -17.169, 1.658)
C (-8.867, -16.674, 1.388)
C (-8.087, -16.211, 2.432)
C (-8.615, -16.218, 3.704)
H (-11.574, -17.551, 3.097)
H (-10.648, -17.528, 0.794)
H (-8.552, -16.487, 0.372)
H (-7.069, -15.910, 2.231)
H (-7.961, -15.971, 4.526)
N (-5.047, -25.235, -11.975)
C (-5.976, -25.041, -12.950)
C (-6.951, -24.085, -12.885)
C (-6.934, -23.218, -11.740)
C (-5.997, -23.307, -10.758)
C (-5.031, -24.350, -10.923)
H (-5.877, -25.719, -13.785)
H (-7.748, -24.018, -13.610)
H (-7.731, -22.492, -11.676)
H (-5.940, -22.646, -9.906)
H (-4.326, -24.432, -10.109)
N (-0.888, -18.789, -2.700)
C (0.296, -18.697, -1.993)
C (1.048, -17.513, -1.963)
C (0.625, -16.407, -2.692)
C (-0.629, -16.456, -3.306)
C (-1.328, -17.664, -3.363)
H (0.704, -19.556, -1.481)
H (1.988, -17.513, -1.430)
H (1.226, -15.513, -2.774)
H (-0.991, -15.491, -3.631)
H (-2.310, -17.774, -3.799)
C (-6.554, -28.026, -6.775)
C (-5.067, -27.893, -6.340)
O (-4.667, -26.871, -5.797)
C (-4.140, -29.057, -6.646)
H (-6.524, -28.476, -7.767)
H (-6.949, -27.020, -6.918)
H (-7.139, -28.629, -6.081)
H (-4.245, -29.528, -7.624)
H (-4.439, -29.833, -5.942)
H (-3.085, -28.828, -6.496)
C (-6.050, -27.393, 2.037)
C (-5.867, -27.491, 0.552)
O (-4.967, -26.844, -0.010)
C (-6.664, -28.426, -0.283)
H (-5.684, -26.451, 2.446)
H (-5.602, -28.222, 2.585)
H (-7.124, -27.313, 2.201)
H (-7.542, -27.886, -0.637)
H (-7.034, -29.227, 0.357)
H (-6.028, -28.766, -1.100)
C (-0.047, -20.380, -8.283)
C (-0.148, -21.826, -7.789)
O (-1.084, -22.145, -7.018)
C (0.874, -22.812, -8.324)
H (0.952, -19.942, -8.285)
H (-0.800, -19.724, -7.847)
H (-0.332, -20.438, -9.334)
H (0.776, -22.884, -9.407)
H (0.645, -23.803, -7.930)
H (1.869, -22.466, -8.044)
C (-10.899, -24.100, 2.889)
C (-11.865, -24.518, 1.806)
O (-12.888, -25.075, 2.117)
C (-11.436, -24.297, 0.377)
H (-11.447, -24.183, 3.827)
H (-10.389, -23.158, 2.685)
H (-10.144, -24.862, 3.082)
H (-11.187, -23.291, 0.040)
H (-12.160, -24.674, -0.346)
H (-10.521, -24.870, 0.229)
C (-12.920, -24.829, -8.724)
C (-12.829, -25.573, -9.988)
O (-12.352, -26.697, -10.054)
C (-13.369, -24.839, -11.253)
H (-12.661, -25.427, -7.850)
H (-13.917, -24.398, -8.639)
H (-12.236, -23.981, -8.665)
H (-14.309, -24.298, -11.150)
H (-13.511, -25.656, -11.960)
H (-12.693, -24.070, -11.628)

ΔE to the lowest compared entry with this formula, charge and spin in kJ/mol: 1148.1
2S+1: 1
Net charge: +1
HOMO level in eV: -10.8